1.
This record from the Open Molecules 2025 dataset describes a structure of composition C10H22BO2SbSe6Tl. The level of theory is ωB97M-V/def2-TZVPD.

Output
max |F| = 0.0084 Eh/bohr
ΔE to the lowest compared entry with this formula, charge and spin = 22.65 kJ/mol
E_HOMO = -4.198 eV

ORCA input file:
```
! RIJCOSX wB97M-V def2-TZVPD def2/J DEFGRID3
* xyz -1 1
H 2.480 1.434 -6.054
O 1.704 -0.209 -3.228
B 0.661 0.090 -2.396
C -3.133 -2.522 -0.018
H -3.626 0.672 -2.126
H 0.089 -1.336 -5.023
C 2.669 0.957 -5.089
H 3.069 1.699 -4.402
Se -0.139 -1.032 2.059
C -1.751 2.454 1.690
H 0.808 -0.555 -6.443
Se 3.579 -0.506 3.544
H -2.754 -3.532 -0.159
Tl 0.547 -0.048 -0.168
Sb 1.591 0.708 3.020
Se -1.797 1.919 -0.163
H 1.794 -1.592 -5.398
H -2.686 -2.099 0.879
Se -2.613 -1.497 -1.575
H -1.329 0.344 -5.383
H -1.597 1.581 2.320
H -0.901 3.120 1.814
H -3.223 0.183 0.882
H 1.132 3.213 -4.897
H -1.641 2.037 -4.988
C -3.399 0.834 0.025
H -2.679 2.965 1.937
C 0.240 1.333 -4.262
H 1.470 2.775 -3.209
H -0.131 3.348 -3.659
C -0.871 1.327 -5.292
H -4.219 -2.553 0.061
C -3.732 0.054 -1.233
H -4.225 1.506 0.261
H -0.494 1.632 -6.272
C 0.717 2.754 -3.998
Se 0.434 2.046 4.642
Se 1.944 1.981 0.825
C 1.403 0.324 -4.546
C 0.989 -0.856 -5.410
H 3.425 0.184 -5.233
O -0.307 0.854 -3.008
H -4.765 -0.295 -1.192
*
```

***

2.
This record from the Open Molecules 2025 dataset describes a structure of composition C10H22BrNO4PS2. The level of theory is ωB97M-V/def2-TZVPD.

Output
max |F| = 0.0534 Eh/bohr
E_HOMO = -2.565 eV

ORCA input file:
```
! RIJCOSX wB97M-V def2-TZVPD def2/J DEFGRID3
* xyz -1 1
O 0.952 2.507 -1.602
H 1.928 4.944 0.908
H -2.068 -0.458 3.988
O 2.724 0.978 -0.619
H 0.250 -2.475 -5.690
S 1.929 2.188 -0.580
H -1.335 -0.662 -2.900
C 2.158 3.034 1.882
C 2.697 4.169 1.013
H 0.523 -0.217 -2.493
P 0.378 -2.648 -3.156
H 0.016 -4.313 -5.164
C -0.216 -0.833 -3.197
O -0.018 -0.470 2.374
C -1.774 -1.758 0.902
C -2.502 -2.580 1.954
N -0.648 -3.695 -2.141
H -0.885 -2.254 0.508
H 4.054 3.213 -0.400
H 2.857 4.307 -1.158
H 0.229 2.881 0.901
Br 0.511 -4.204 -0.715
H -3.172 0.550 3.003
H 2.978 2.359 2.159
H 3.578 4.639 1.462
O -1.586 0.870 0.895
H -0.058 -0.426 -4.297
H 1.768 -3.436 -5.119
H 1.703 3.408 2.803
C -2.568 -0.361 3.021
H -3.823 -2.040 3.606
H -4.246 -1.315 2.052
C 3.025 3.581 -0.358
C -3.405 -1.597 2.697
C 0.599 -3.324 -4.933
H 0.912 1.298 1.387
S -1.310 -0.263 1.755
C 1.146 2.297 1.017
H -2.445 -1.481 0.083
H -3.075 -3.395 1.501
H -1.781 -3.021 2.653
*
```

***

3.
This record from the Open Molecules 2025 dataset describes a structure of composition C10H22CrN3O5S2. The level of theory is ωB97M-V/def2-TZVPD.

Output
max |F| = 0.0163 Eh/bohr
⟨S²⟩ = 0.779
ΔE to the lowest compared entry with this formula, charge and spin = 50.04 kJ/mol
E_HOMO (alpha / beta) = -15.559 / -15.677 eV

ORCA input file:
```
! RIJCOSX wB97M-V def2-TZVPD def2/J DEFGRID3
* xyz 2 2
H -0.139 0.118 2.410
O -1.221 0.555 0.728
H -3.799 1.518 -1.170
H -3.172 -0.092 -3.179
O -0.508 -1.313 -1.634
Cr -0.012 0.551 -1.010
H 2.704 0.235 3.056
H 0.098 -3.599 0.055
H 3.996 3.564 2.706
H -3.160 -0.151 0.557
C 3.647 2.538 2.762
N 2.362 0.111 2.115
C -0.721 -1.712 1.402
S 2.270 0.639 -0.530
H -3.112 -0.900 -1.587
H -2.375 2.514 -0.790
H 4.472 1.903 3.084
N 0.737 0.925 -2.802
H -0.620 -2.392 2.255
C 0.742 -2.761 -0.216
C 2.598 0.997 1.159
H -1.698 -2.248 -3.068
H 1.780 -3.069 -0.083
N 3.178 2.143 1.439
O 0.014 2.595 -1.227
H 1.953 -0.774 1.846
C -2.630 0.806 0.519
S 0.605 2.402 -2.637
O 0.493 -1.655 0.652
C 0.528 -2.327 -1.667
C -2.524 -0.384 -2.350
C -1.369 -1.241 -2.803
H -1.536 -2.074 0.768
O -1.934 0.798 -1.768
H 0.167 -3.155 -2.278
C -0.991 -0.301 1.876
H -1.863 -0.258 2.530
H -3.005 1.449 1.320
C -2.765 1.498 -0.819
H 2.831 2.494 3.483
H -0.804 -0.799 -3.626
H 3.363 2.750 0.654
H 1.419 -1.898 -2.128
*
```

***

4.
This record from the Open Molecules 2025 dataset describes a structure of composition C10H22F4LiNbO3S. The level of theory is ωB97M-V/def2-TZVPD.

Output
max |F| = 0.1246 Eh/bohr
E_HOMO = -7.955 eV

ORCA input file:
```
! RIJCOSX wB97M-V def2-TZVPD def2/J DEFGRID3
* xyz 0 1
H -2.137 -1.568 -0.290
C -1.306 0.799 1.185
H 3.301 -0.045 -1.932
C -1.138 -1.554 -0.939
H -2.511 1.019 -3.360
H 0.284 -1.572 1.704
C 3.708 -0.979 -1.339
H -2.150 -1.177 1.944
C -1.899 -0.124 2.447
F 1.366 2.799 4.544
F 3.513 2.556 3.517
H -2.230 -1.644 -2.941
C 2.034 2.492 3.225
H 4.421 -0.684 -0.437
H 0.789 -1.072 -3.002
C -3.329 0.510 2.937
Nb 0.416 -0.395 0.288
H 4.294 -1.660 -2.089
C -1.506 -0.875 -2.384
O 1.698 -3.039 -1.549
H -0.555 -1.032 -4.450
C -0.227 -0.634 -3.385
H -4.074 -0.352 3.263
H -0.851 -2.704 -1.075
H 2.917 0.004 1.631
F 1.584 3.579 2.300
H -1.112 -0.299 3.296
H 2.468 1.661 0.853
O 2.812 -2.739 0.660
Li 0.371 -0.345 -5.982
H 0.702 0.796 -1.061
H -3.830 1.013 1.986
H -2.244 0.935 0.460
F -0.940 2.185 1.612
H -0.069 0.540 -3.500
H -3.144 1.317 3.764
C -2.327 0.542 -2.301
H -3.325 0.454 -1.653
S 2.269 -1.930 -0.582
H -1.640 1.299 -1.684
O 1.579 1.146 2.839
C 2.019 0.776 1.484
*
```

***

5.
This record from the Open Molecules 2025 dataset describes a structure of composition C10H22IN4O2SbSiV. The level of theory is ωB97M-V/def2-TZVPD.

Output
max |F| = 0.0553 Eh/bohr
⟨S²⟩ = 0.796
E_HOMO (alpha / beta) = -7.910 / -7.974 eV

ORCA input file:
```
! RIJCOSX wB97M-V def2-TZVPD def2/J DEFGRID3
* xyz 0 2
H -5.022 -0.050 0.322
H 1.137 5.096 -1.041
H 0.216 -4.527 -0.451
C 1.086 -2.684 -0.693
Si -0.325 3.143 -0.721
H -1.921 4.285 0.785
C -2.465 0.336 1.837
H -0.859 -3.298 -0.982
C -0.396 2.549 -2.490
H -4.800 -0.093 -1.444
Sb -2.417 -0.456 -0.156
C -4.397 0.283 -0.505
I 0.973 -1.121 2.240
N 4.786 0.585 0.408
H -1.521 0.170 2.344
H 3.092 -2.248 -0.276
H -0.369 3.374 -3.204
H -4.389 1.372 -0.540
V 0.606 0.182 -0.196
C -3.034 -2.403 0.477
H 1.221 4.508 0.625
H -2.334 -2.765 1.228
N 6.899 -0.298 -0.519
C 5.896 0.109 -0.120
O 0.697 -1.413 -1.003
C 3.595 0.584 0.097
H -3.269 -0.147 2.393
H -2.647 1.410 1.782
N 0.081 -3.618 -0.850
C 2.296 -2.973 -0.218
O -0.102 1.713 0.159
H -4.025 -2.303 0.918
H -2.768 3.313 -0.422
H 2.551 -3.991 0.035
H -2.053 4.864 -0.879
C -1.913 3.974 -0.261
H 2.072 3.640 -0.655
C 1.163 4.197 -0.420
H -3.093 -3.115 -0.346
H -1.311 1.978 -2.669
N 2.429 0.660 -0.106
H 0.455 1.896 -2.713
*
```

***

6.
This record from the Open Molecules 2025 dataset describes a cluster of 2 separate species, C10H22N2O in total. The level of theory is ωB97M-V/def2-TZVPD.

Output
max |F| = 0.0857 Eh/bohr
ΔE to the lowest compared entry with this formula, charge and spin = 632.99 kJ/mol
E_HOMO (alpha / beta) = -6.994 / -7.354 eV

ORCA input file:
```
! RIJCOSX wB97M-V def2-TZVPD def2/J DEFGRID3
* xyz 0 1
H 3.105 1.570 -1.312
H -2.900 1.611 -1.163
N 0.464 2.494 0.262
H 0.232 -0.676 2.771
C -0.911 -1.226 -1.551
H 3.932 0.585 1.594
C -1.235 -0.297 0.703
H -3.846 -0.785 -1.431
H -3.509 -0.772 0.325
H 1.568 0.656 -1.819
C 1.470 0.381 0.632
H -0.370 -2.434 2.909
H 0.858 3.043 1.085
C 1.948 1.535 -1.356
C 3.890 -0.133 0.823
H -1.544 -1.133 3.225
C -2.009 0.996 -1.413
H -1.168 -1.108 -2.664
H -3.176 -2.116 -0.785
H -1.892 0.247 1.439
N 1.537 1.533 0.011
H 4.261 0.185 -0.208
H 2.090 -1.527 1.167
H 4.478 -0.988 1.078
H 0.083 -1.131 -1.575
C 2.371 -0.528 0.886
C -0.602 -1.444 2.600
H -1.182 1.640 -1.264
H -1.143 -2.265 -1.323
H -2.214 0.627 -2.441
H 1.540 2.412 -1.846
H -0.304 2.000 0.757
C -3.110 -1.039 -0.615
C -1.761 -0.309 -0.720
O -0.952 -1.605 1.221
*
```

***

7.
This record from the Open Molecules 2025 dataset describes the molecule C10H22N2O3Si. The level of theory is ωB97M-V/def2-TZVPD.

Output
max |F| = 0.0590 Eh/bohr
ΔE to the lowest compared entry with this formula, charge and spin = 39.79 kJ/mol
E_HOMO = -9.284 eV
structure (SMILES) = CC/C(C)=N\O[Si@@](C)(OC)O/N=C(\C)CC

ORCA input file:
```
! RIJCOSX wB97M-V def2-TZVPD def2/J DEFGRID3
* xyz 0 1
H 1.976 -0.254 -0.686
Si -0.849 -0.328 0.357
H 2.886 1.459 3.112
H -2.081 -1.875 2.008
H -0.991 -0.639 2.665
C -1.093 -3.688 -2.248
H 0.157 -0.145 -4.030
N -1.266 -0.344 -2.076
C 1.752 -0.795 0.246
C 0.798 2.631 1.688
C -1.778 -0.868 1.955
H 0.420 -1.887 -4.128
N 0.344 1.425 1.619
O -0.412 1.277 0.482
C -1.951 -2.528 -2.778
H 1.968 -0.195 1.108
H -0.398 -3.968 -3.005
O 0.455 -1.298 0.303
H 0.851 3.449 -0.345
H -2.711 -2.295 -2.076
H 1.343 1.108 3.952
C 0.407 3.676 0.642
H 0.442 4.716 0.974
C 1.489 3.083 2.987
H -1.673 -4.619 -1.974
H -0.834 -1.022 -5.053
C -1.143 -1.281 -2.898
H 0.729 3.570 3.617
C -0.319 -1.084 -4.112
H -2.641 -0.253 2.104
H 2.245 3.840 2.676
H 2.628 2.112 4.649
H -2.306 -2.677 -3.833
H -0.621 3.494 0.465
H 2.470 -1.683 0.134
C 2.089 1.888 3.753
H -0.461 -3.387 -1.363
O -1.921 -0.617 -0.890
*
```

***

8.
This record from the Open Molecules 2025 dataset describes a cluster of 3 separate species, C10H22N3O7P in total. The level of theory is ωB97M-V/def2-TZVPD.

Output
max |F| = 0.1969 Eh/bohr
ΔE to the lowest compared entry with this formula, charge and spin = 1819.74 kJ/mol
E_HOMO = -8.446 eV
structure (SMILES) = C#CCP(CN)COCOCCO.C[N+](=O)[O-].C[N+](=O)[O-]

ORCA input file:
```
! RIJCOSX wB97M-V def2-TZVPD def2/J DEFGRID3
* xyz 0 1
H 5.136 1.609 -1.044
C 2.588 2.436 0.333
P 3.096 3.211 -1.345
C 0.129 0.000 -0.981
H -4.309 -7.175 1.450
H -1.612 -3.580 1.562
H 2.332 4.986 3.676
O -0.686 -2.273 3.618
C 2.777 3.485 1.622
O -1.471 1.666 -2.226
H 1.860 4.647 -3.037
C -1.116 1.113 -0.883
H -1.012 3.669 -1.485
H 0.532 -0.201 0.112
O -0.400 -1.308 -1.490
N 5.090 1.275 -2.051
H 3.820 2.227 -3.637
O -4.142 -4.780 1.265
N -1.080 -1.808 2.543
H -0.871 1.978 -0.098
H 1.438 2.179 0.247
H 0.964 4.584 -1.380
C -0.773 2.983 -2.402
O -0.724 -0.734 2.042
C 3.739 1.835 -2.538
H 4.949 0.224 -1.993
N -4.299 -5.281 2.384
H -5.370 -7.008 2.890
H -2.330 -2.089 0.864
C -4.398 -6.764 2.458
H -1.274 3.487 -3.361
H 0.440 -1.861 -1.642
H -2.037 0.514 -0.416
O -4.381 -4.663 3.452
H -2.954 -2.735 2.419
C 2.747 4.374 2.739
H -3.582 -7.118 3.091
C -2.073 -2.616 1.785
O 0.657 2.801 -2.694
H 2.941 0.979 -2.529
H 0.985 0.375 -1.687
C 1.481 3.907 -2.181
H 3.194 1.449 0.548
*
```

***

9.
This record from the Open Molecules 2025 dataset describes the molecule C10H22NO3PS. The level of theory is ωB97M-V/def2-TZVPD.

Output
max |F| = 0.0108 Eh/bohr
E_HOMO = -9.270 eV
structure (SMILES) = COCCCCCCCCNC(=O)O[PH2]=S

ORCA input file:
```
! RIJCOSX wB97M-V def2-TZVPD def2/J DEFGRID3
* xyz 0 1
C 0.257 5.120 2.606
C -1.533 -0.198 -1.548
H 1.902 -6.158 -0.571
H 1.543 -3.466 -1.237
H 1.345 -1.254 -2.722
H -2.783 2.133 0.303
H -0.203 0.867 -0.205
H 0.998 0.140 -1.735
H -1.142 2.775 1.876
H -0.737 -2.062 -0.855
O -0.649 4.758 1.594
H -2.466 2.169 -1.412
H -0.176 3.127 -0.902
H 2.382 -5.347 1.416
C -0.544 3.402 1.201
C 0.923 -0.949 -1.762
C -1.037 3.255 -0.239
H 2.865 -1.283 -0.895
H -1.524 0.389 -2.472
O 0.648 -2.758 1.643
H 0.502 3.085 1.295
N 1.666 -2.911 -0.402
H -2.539 -0.611 -1.443
H -0.811 -1.913 -2.590
C -1.276 0.708 -0.344
S 0.493 -7.449 1.474
H 0.041 4.610 3.552
C 1.822 -1.476 -0.643
C -0.556 -1.368 -1.679
C -1.982 2.074 -0.437
P 1.333 -5.929 0.690
H -1.616 0.184 0.552
O 0.398 -4.631 0.401
H -1.521 4.191 -0.518
H 1.629 -0.966 0.298
H 0.163 6.193 2.759
H 1.289 4.891 2.317
C 0.894 -3.342 0.634
*
```

***

10.
This record from the Open Molecules 2025 dataset describes a cluster of 2 separate species, C10H22NS in total. The level of theory is ωB97M-V/def2-TZVPD.

Output
max |F| = 0.1117 Eh/bohr
ΔE to the lowest compared entry with this formula, charge and spin = 286.29 kJ/mol
E_HOMO (alpha / beta) = -12.913 / -13.277 eV

ORCA input file:
```
! RIJCOSX wB97M-V def2-TZVPD def2/J DEFGRID3
* xyz 1 1
S -0.289 1.154 0.273
H -0.279 -2.854 2.196
H 3.277 2.888 -2.178
H 0.515 -1.395 -0.414
H -1.225 -0.737 2.205
C 2.251 2.340 -1.941
C -1.771 3.274 -0.305
H -2.387 1.798 1.107
H 0.102 -0.992 3.344
C 0.461 -3.488 -0.520
N 1.840 2.611 -0.865
H 1.100 0.834 -2.898
C -1.478 2.426 0.863
H -2.691 3.863 -0.119
C -1.617 -2.000 -0.028
H 2.035 1.579 -4.022
H -2.302 2.693 -1.082
H 2.839 0.550 -2.677
H -2.114 -2.901 0.450
H -1.887 -2.227 -1.166
H 1.536 0.330 1.603
H 0.197 -3.370 -1.636
H -1.098 2.997 1.605
C 2.147 1.269 -2.992
H -0.918 3.990 -0.642
H 1.542 -3.590 -0.296
H -0.098 -4.327 -0.141
C 0.281 -2.154 1.649
C 0.465 0.477 1.742
C -0.120 -0.833 2.219
H 1.350 -2.248 1.884
H -1.976 -1.070 0.240
H 0.405 1.278 2.483
C -0.094 -2.162 0.060
*
```

***

11.
This record from the Open Molecules 2025 dataset describes a structure of composition C10H23AuN9O6. The level of theory is ωB97M-V/def2-TZVPD.

Output
max |F| = 0.0798 Eh/bohr
⟨S²⟩ = 2.086
ΔE to the lowest compared entry with this formula, charge and spin = 0.00 kJ/mol
E_HOMO (alpha / beta) = -10.234 / -10.186 eV

ORCA input file:
```
! RIJCOSX wB97M-V def2-TZVPD def2/J DEFGRID3
* xyz 1 3
H -2.004 -3.824 -0.982
Au 0.405 0.058 0.025
H -2.646 -1.395 -4.333
N 2.321 -0.715 3.885
H -0.203 0.287 -3.036
H -0.331 -0.995 -4.441
H -2.733 3.772 1.202
N 1.521 -1.424 -1.037
C -0.196 -2.844 -0.375
O 2.268 -1.111 -2.048
C 0.146 4.411 0.612
H -0.799 4.957 0.519
N 1.917 0.580 3.950
H 2.825 -3.520 -1.880
H 2.284 0.753 5.865
N 2.231 1.356 5.048
C -0.086 2.949 0.585
C -1.058 -4.051 -0.464
O 1.357 2.721 -1.163
H 0.976 1.555 -2.094
H -0.559 -4.849 -1.029
H -1.304 -4.439 0.533
H -2.732 0.121 -3.370
C 1.735 -3.616 -1.978
H 1.417 -0.047 -2.385
H -2.350 0.215 -5.102
H 1.440 -4.655 -1.811
O -0.888 -0.452 -3.872
N 0.666 2.188 -0.225
H 0.621 4.718 1.551
C 1.064 -2.694 -1.022
H -2.000 -0.719 1.454
N 1.397 0.013 1.997
N 1.405 1.075 2.847
O -1.845 -1.936 0.878
H -1.934 3.611 2.771
H 1.578 2.121 5.152
O 0.564 0.625 -2.279
H -3.078 2.349 2.223
N -0.722 -1.767 0.249
O -2.094 0.322 1.866
C -1.178 2.297 1.240
C -2.234 -0.380 -4.204
H 2.096 -1.993 2.198
H 1.471 -3.329 -3.011
C 1.939 -1.014 2.635
H 0.800 4.705 -0.209
N -1.182 0.966 1.167
C -2.292 3.042 1.899
*
```

***

12.
This record from the Open Molecules 2025 dataset describes the ion C10H23BN3O4S with charge +1. The level of theory is ωB97M-V/def2-TZVPD.

Output
max |F| = 0.0267 Eh/bohr
E_HOMO = -13.366 eV
structure (SMILES) = CCN1C(N)=[NH+][C@H](S(C)(=O)=O)[C@]1(CC(C)C)B(O)O

ORCA input file:
```
! RIJCOSX wB97M-V def2-TZVPD def2/J DEFGRID3
* xyz 1 1
H -1.704 -2.516 -0.984
O -3.193 0.081 -0.202
H -0.590 1.966 -2.181
N 0.959 3.371 -0.602
H 1.909 3.460 -0.294
H 1.730 -3.430 -1.123
H 1.851 -0.675 -1.724
O -0.364 -0.583 2.936
B -0.610 -0.754 1.596
H -2.187 3.300 2.132
N 0.291 1.592 0.818
N -0.623 1.712 -1.202
C -1.851 2.276 1.983
H 0.041 3.277 1.975
H 3.578 -2.495 -0.047
H 0.075 1.843 2.915
H -1.856 -2.165 1.981
H 2.246 0.345 0.485
H 3.977 -0.810 -0.334
C 0.074 0.142 0.470
C -0.595 0.254 -0.924
C 3.420 -1.662 -0.726
H 0.387 -2.769 -0.239
C 1.544 -0.481 0.392
C 1.931 -1.305 -0.835
H 0.537 -2.521 -1.998
C -0.317 2.248 1.992
C 1.075 -2.564 -1.054
C -2.344 -1.961 -1.657
C 0.240 2.280 -0.345
H -3.377 -2.277 -1.569
H -2.254 1.703 2.812
H -2.280 1.936 1.045
S -2.323 -0.233 -1.297
H -1.971 -2.073 -2.671
O -2.573 0.465 -2.533
H 3.844 -1.873 -1.703
H 0.555 4.117 -1.142
O -1.403 -1.789 1.221
H 1.701 -1.112 1.270
H -0.024 -0.169 -1.746
H 0.473 -0.151 3.109
*
```

***

Which formula does entry 9 have? C10H22NO3PS

***

Number 8 is which compound? C10H22N3O7P

***

Which value of max |F| does entry 5 give? 0.0553 Eh/bohr

***

What is the formula in the eleventh record? C10H23AuN9O6